Record 1
C16H24Cl5N4Ru as an isolated structure. Source: the Open Molecules 2025 dataset; level of theory: the ωB97M-V functional and the def2-TZVPD basis.

## Properties
Total energy = -88108.115 eV
Charge = +3
Energy above the lowest of the compared OMol25 structures with the same formula, charge and spin = 0.000 eV
Gap between HOMO and LUMO (alpha / beta) = 5.82 / 5.84 eV

```
50
Properties=species:S:1:pos:R:3:lowdin_charge:R:1
Ru 0.181 0.287 -0.360 1.22
C -0.600 -3.300 -1.034 -0.13
C -1.797 -2.445 -0.592 -0.16
N -1.628 -1.011 -0.941 -0.13
C -2.897 -0.270 -0.690 -0.16
C -2.610 1.205 -0.788 -0.16
N -1.466 1.543 0.120 -0.14
C -1.898 1.671 1.557 -0.14
C -1.702 0.429 2.410 -0.15
C -0.253 0.178 2.755 -0.15
N 0.568 -0.314 1.608 -0.15
C 0.758 -1.789 1.611 -0.14
C 1.723 -2.116 0.495 -0.13
N 1.223 -1.527 -0.787 -0.13
C 0.556 -2.546 -1.669 -0.16
H -0.926 -4.022 -1.783 0.14
H -0.242 -3.904 -0.200 0.12
H -1.964 -2.501 0.484 0.11
H -2.713 -2.809 -1.060 0.14
H -1.506 -0.990 -1.954 0.10
H -3.268 -0.542 0.295 0.12
H -3.662 -0.562 -1.411 0.15
H -3.481 1.804 -0.521 0.15
H -2.327 1.477 -1.804 0.10
H -1.161 2.475 -0.158 0.13
H -2.946 1.971 1.555 0.14
H -1.329 2.494 1.991 0.14
H -2.155 -0.459 1.968 0.10
H -2.241 0.598 3.345 0.15
H -0.171 -0.551 3.562 0.14
H 0.208 1.103 3.108 0.14
H 1.497 0.062 1.778 0.00
H -0.208 -2.271 1.480 0.11
H 1.163 -2.109 2.573 0.15
H 1.871 -3.189 0.387 0.15
H 2.697 -1.670 0.707 0.12
H 2.043 -1.243 -1.317 0.13
H 1.324 -3.269 -1.952 0.15
H 0.262 -2.033 -2.587 0.12
Cl 3.390 1.142 1.630 0.87
C 2.846 1.921 0.215 -0.62
C 1.702 1.415 -0.520 -0.30
C 1.516 2.027 -1.817 -0.62
Cl 0.275 1.221 -2.738 0.85
C 2.143 3.132 -2.291 -0.70
Cl 1.769 3.827 -3.787 0.85
C 3.164 3.677 -1.443 -0.61
Cl 3.975 5.027 -1.940 0.97
C 3.517 3.050 -0.200 -0.69
Cl 4.783 3.707 0.712 0.84
```

Record 2
C49H43N9OPSV as an isolated structure. Source: the Open Molecules 2025 dataset; level of theory: the ωB97M-V functional and the def2-TZVPD basis.

## Properties
Total energy = -112745.707 eV
Charge = +4
Energy above the lowest of the compared OMol25 structures with the same formula, charge and spin = 0.100 eV
Multiplicity = 3
Gap between HOMO and LUMO (alpha / beta) = 4.60 / 3.47 eV
Expectation value of S² = 2.181

```
105
Properties=species:S:1:pos:R:3:mulliken_spin:R:1
V -0.560 0.269 -0.003 1.50
C 1.593 1.200 -4.966 0.00
N 0.826 1.558 -3.757 -0.03
C 0.776 0.825 -2.637 0.17
N 0.048 1.427 -1.695 -0.08
C -0.350 2.628 -2.194 0.15
C 0.151 2.751 -3.524 0.10
C 0.079 3.857 -4.417 0.14
C 0.219 5.178 -3.890 0.10
C 0.204 6.265 -4.729 -0.02
C 0.018 6.076 -6.097 0.16
C -0.136 4.788 -6.640 0.02
C -0.081 3.692 -5.822 0.03
C -1.182 3.512 -1.430 0.06
C -2.237 4.231 -2.012 0.07
C -3.044 5.035 -1.224 -0.03
C -2.807 5.135 0.139 0.07
C -1.768 4.414 0.736 0.01
C -0.974 3.597 -0.039 0.08
P 1.655 -0.789 -2.353 -0.01
C 0.309 -1.833 -1.803 0.04
N -0.453 -1.650 -0.707 -0.10
C -1.081 -2.830 -0.445 0.06
C -0.757 -3.728 -1.443 0.00
N 0.113 -3.083 -2.281 0.01
C 0.690 -3.660 -3.504 0.00
C -1.204 -5.116 -1.658 0.00
C -0.278 -6.151 -1.755 0.00
C -0.718 -7.454 -1.937 0.00
C -2.080 -7.718 -2.014 0.00
C -3.004 -6.687 -1.908 0.00
C -2.568 -5.382 -1.726 0.00
C -1.813 -3.156 0.791 0.02
C -2.774 -2.330 1.351 0.01
C -3.434 -2.715 2.509 0.00
C -3.136 -3.930 3.111 0.00
C -2.175 -4.763 2.552 0.00
C -1.517 -4.378 1.394 0.00
C 2.301 -0.323 -0.681 0.04
N 1.558 0.071 0.327 -0.08
C 2.379 0.083 1.459 0.03
C 3.672 -0.259 1.041 0.00
N 3.589 -0.523 -0.287 0.00
C 4.721 -0.875 -1.163 0.00
C 4.954 -0.274 1.756 0.00
C 5.697 -1.448 1.860 0.00
C 6.899 -1.435 2.553 0.00
C 7.358 -0.254 3.122 0.00
C 6.623 0.921 3.006 0.00
C 5.415 0.912 2.328 0.00
C 1.958 0.282 2.820 0.01
C 0.653 0.995 3.189 0.01
C 0.489 1.367 4.635 0.00
C 1.376 1.030 5.578 0.00
C 2.473 0.205 5.179 0.00
C 2.766 -0.133 3.870 0.00
H 2.363 0.489 -4.681 0.00
H 2.061 2.100 -5.356 0.00
H 0.933 0.753 -5.705 0.00
H 0.409 5.310 -2.836 0.00
H 0.353 7.261 -4.337 0.00
H 0.001 6.932 -6.759 0.00
H -0.303 4.672 -7.701 0.00
H -0.237 2.710 -6.240 0.00
H -2.463 4.114 -3.063 0.00
H -3.862 5.581 -1.671 0.00
H -3.430 5.779 0.745 0.00
H -1.576 4.531 1.794 0.00
H -0.116 3.098 0.411 -0.02
H 0.030 -4.461 -3.827 0.00
H 1.680 -4.062 -3.304 0.00
H 0.731 -2.894 -4.274 0.00
H 0.785 -5.953 -1.675 0.00
H -0.001 -8.259 -2.015 0.00
H -2.423 -8.734 -2.154 0.00
H -4.062 -6.899 -1.965 0.00
H -3.287 -4.578 -1.630 0.00
H -3.014 -1.388 0.885 -0.02
H -4.186 -2.071 2.943 0.00
H -3.657 -4.236 4.007 0.00
H -1.941 -5.714 3.009 0.00
H -0.778 -5.040 0.960 0.00
H 5.629 -0.517 -0.684 0.00
H 4.595 -0.376 -2.121 0.00
H 4.767 -1.953 -1.291 0.00
H 5.338 -2.372 1.425 0.00
H 7.477 -2.344 2.644 0.00
H 8.300 -0.246 3.653 0.00
H 6.996 1.839 3.435 0.00
H 4.844 1.828 2.228 0.00
H 0.626 1.926 2.600 0.00
H -0.437 1.875 4.870 0.00
H 1.241 1.281 6.620 0.00
H 3.118 -0.190 5.956 0.00
H 3.644 -0.730 3.682 0.00
N -4.302 1.031 0.775 0.00
C -4.201 0.498 -0.438 0.00
N -5.272 -0.035 -1.003 0.00
S -2.722 0.493 -1.328 -0.01
H -5.168 1.045 1.293 0.00
H -3.506 1.514 1.158 0.00
H -6.192 0.015 -0.590 0.00
H -5.181 -0.459 -1.913 0.00
O -0.533 0.209 2.923 -0.04
N -0.738 0.094 1.620 -0.46
```

Q: Look up the charge of the first one.
A: +3

Please write out number 1 again, unchanged.
C16H24Cl5N4Ru as an isolated structure. Source: the Open Molecules 2025 dataset; level of theory: the ωB97M-V functional and the def2-TZVPD basis.

## Properties
Total energy = -88108.115 eV
Charge = +3
Energy above the lowest of the compared OMol25 structures with the same formula, charge and spin = 0.000 eV
Gap between HOMO and LUMO (alpha / beta) = 5.82 / 5.84 eV

```
50
Properties=species:S:1:pos:R:3:lowdin_charge:R:1
Ru 0.181 0.287 -0.360 1.22
C -0.600 -3.300 -1.034 -0.13
C -1.797 -2.445 -0.592 -0.16
N -1.628 -1.011 -0.941 -0.13
C -2.897 -0.270 -0.690 -0.16
C -2.610 1.205 -0.788 -0.16
N -1.466 1.543 0.120 -0.14
C -1.898 1.671 1.557 -0.14
C -1.702 0.429 2.410 -0.15
C -0.253 0.178 2.755 -0.15
N 0.568 -0.314 1.608 -0.15
C 0.758 -1.789 1.611 -0.14
C 1.723 -2.116 0.495 -0.13
N 1.223 -1.527 -0.787 -0.13
C 0.556 -2.546 -1.669 -0.16
H -0.926 -4.022 -1.783 0.14
H -0.242 -3.904 -0.200 0.12
H -1.964 -2.501 0.484 0.11
H -2.713 -2.809 -1.060 0.14
H -1.506 -0.990 -1.954 0.10
H -3.268 -0.542 0.295 0.12
H -3.662 -0.562 -1.411 0.15
H -3.481 1.804 -0.521 0.15
H -2.327 1.477 -1.804 0.10
H -1.161 2.475 -0.158 0.13
H -2.946 1.971 1.555 0.14
H -1.329 2.494 1.991 0.14
H -2.155 -0.459 1.968 0.10
H -2.241 0.598 3.345 0.15
H -0.171 -0.551 3.562 0.14
H 0.208 1.103 3.108 0.14
H 1.497 0.062 1.778 0.00
H -0.208 -2.271 1.480 0.11
H 1.163 -2.109 2.573 0.15
H 1.871 -3.189 0.387 0.15
H 2.697 -1.670 0.707 0.12
H 2.043 -1.243 -1.317 0.13
H 1.324 -3.269 -1.952 0.15
H 0.262 -2.033 -2.587 0.12
Cl 3.390 1.142 1.630 0.87
C 2.846 1.921 0.215 -0.62
C 1.702 1.415 -0.520 -0.30
C 1.516 2.027 -1.817 -0.62
Cl 0.275 1.221 -2.738 0.85
C 2.143 3.132 -2.291 -0.70
Cl 1.769 3.827 -3.787 0.85
C 3.164 3.677 -1.443 -0.61
Cl 3.975 5.027 -1.940 0.97
C 3.517 3.050 -0.200 -0.69
Cl 4.783 3.707 0.712 0.84
```

Q: Which of these has the lowest energy above the lowest of the compared OMol25 structures with the same formula, charge and spin?
A: C16H24Cl5N4Ru

Q: The lowest energy above the lowest of the compared OMol25 structures with the same formula, charge and spin belongs to which entry?
A: C16H24Cl5N4Ru